Density functional theory data (the ωB97M-V functional and the def2-TZVPD basis) for a 3-piece molecular cluster, C15H30Br2ClN2O3 overall.

Output
* HOMO level: -12.617 eV
* HOMO-LUMO gap: 9.80 eV
* maximum force: 0.62 eV/A
* total charge: +1

Cartesian coordinates (Å):
1 C 3.512 -2.481 -0.069
2 O 3.038 -1.233 -0.574
3 C 1.776 -0.785 -0.160
4 C 0.813 -0.880 -1.310
5 N 0.009 -1.902 -1.622
6 C -0.170 -3.105 -0.805
7 Br -0.064 -4.628 -1.980
8 C -1.418 -2.985 0.104
9 C -2.568 -2.153 -0.433
10 Br -2.084 -4.703 0.676
11 C -0.639 -1.622 -2.810
12 C -0.214 -0.410 -3.199
13 N 0.700 0.037 -2.272
14 C 1.375 1.331 -2.323
15 C 0.568 2.457 -1.666
16 C -0.378 2.031 -0.560
17 Cl -0.388 3.296 -2.933
18 H 3.733 -3.151 -0.899
19 H 4.421 -2.301 0.505
20 H 2.776 -2.951 0.588
21 H 1.849 0.266 0.135
22 H 1.395 -1.334 0.705
23 H 0.710 -3.174 -0.176
24 H -1.053 -2.546 1.035
25 H -2.234 -1.150 -0.714
26 H -3.029 -2.618 -1.307
27 H -3.318 -2.044 0.349
28 H -1.331 -2.298 -3.276
29 H -0.474 0.176 -4.065
30 H 1.515 1.561 -3.377
31 H 2.363 1.229 -1.877
32 H 1.294 3.159 -1.270
33 H 0.171 1.623 0.293
34 H -0.933 2.899 -0.207
35 H -1.103 1.293 -0.912
36 C 3.806 5.875 0.376
37 C 2.647 4.933 0.629
38 O 2.962 3.577 0.288
39 H 4.113 5.832 -0.669
40 H 3.528 6.901 0.616
41 H 4.665 5.607 0.995
42 H 1.794 5.199 0.005
43 H 2.326 4.989 1.673
44 H 3.711 3.304 0.827
45 C -4.048 -2.356 4.202
46 C -4.633 -1.287 3.301
47 O -4.818 -1.745 1.960
48 H -3.094 -2.712 3.809
49 H -3.887 -1.970 5.209
50 H -4.721 -3.213 4.275
51 H -3.957 -0.435 3.222
52 H -5.580 -0.919 3.705
53 H -5.434 -2.485 1.982

These are the Löwdin partial charges, in e, on atoms 1 to 6: atom 1 (C): -0.0547, atom 2 (O): -0.1436, atom 3 (C): -0.1211, atom 4 (C): -0.1449, atom 5 (N): -0.0384, atom 6 (C): -0.6796


Density functional theory data (the ωB97M-V functional and the def2-TZVPD basis) for one molecule with the formula ClH2NOS2 at a distorted geometry.

Output
* HOMO level: -9.936 eV
* SMILES: O=[S@H](=S)NCl
* HOMO-LUMO gap: 9.44 eV
* maximum force: 6.96 eV/A
* energy relative to the best compared isomer or geometry (same formula, charge and spin): 239.0 kJ/mol
* total charge: 0

Cartesian coordinates (Å):
1 N 0.643 0.440 -0.461
2 O -0.640 -1.814 0.366
3 S -2.135 0.922 -0.120
4 S -0.615 -0.198 0.285
5 Cl 2.265 0.011 -0.091
6 H 0.497 0.513 -1.438
7 H -0.015 0.125 1.460

These are the Löwdin partial charges, in e, on atoms 1 to 6: atom 1 (N): -0.7613, atom 2 (O): -0.4992, atom 3 (S): 0.2742, atom 4 (S): 0.2890, atom 5 (Cl): 0.6252, atom 6 (H): 0.0348


Density functional theory data (the ωB97M-V functional and the def2-TZVPD basis) for one molecule with the formula C3H9NP2 at a distorted geometry.

Output
* HOMO level: -7.793 eV
* HOMO-LUMO gap: 8.37 eV
* maximum force: 2.63 eV/A
* energy relative to the best compared isomer or geometry (same formula, charge and spin): 180.2 kJ/mol
* total charge: 0

Cartesian coordinates (Å):
1 C -0.828 1.502 -1.027
2 C -0.020 -0.708 0.942
3 C 0.997 -1.536 0.183
4 N 0.473 0.564 1.281
5 P -1.587 -0.256 -1.042
6 P 0.816 1.603 -0.034
7 H -0.366 1.767 -2.003
8 H -1.591 2.198 -0.697
9 H -0.506 -1.274 1.687
10 H 0.752 -1.577 -0.890
11 H 0.818 -2.519 0.458
12 H 2.023 -1.289 0.304
13 H 0.469 0.933 2.208
14 H -2.882 -0.048 -0.511
15 H 1.431 0.639 -0.860

These are the Löwdin partial charges, in e, on atoms 1 to 6: atom 1 (C): -0.7037, atom 2 (C): -0.3690, atom 3 (C): -0.1876, atom 4 (N): -0.3380, atom 5 (P): 0.7825, atom 6 (P): 0.8085


Density functional theory data (the ωB97M-V functional and the def2-TZVPD basis) for a 17-piece molecular cluster, C25H85N23O17 overall at a distorted geometry.

Output
* HOMO level: -9.294 eV
* HOMO-LUMO gap: 9.29 eV
* maximum force: 7.10 eV/A
* total charge: 0

Cartesian coordinates (Å):
1 C -0.170 26.893 11.347
2 C 1.272 26.868 10.777
3 O 2.182 27.267 11.776
4 H -0.207 26.534 12.375
5 H -0.950 26.418 10.751
6 H -0.532 27.915 11.464
7 H 1.300 27.439 9.849
8 H 1.458 25.850 10.435
9 H 3.090 27.142 11.493
10 C 7.122 30.075 11.548
11 C 7.583 28.692 11.301
12 O 6.424 28.082 10.588
13 H 7.843 30.642 12.136
14 H 6.198 30.261 12.096
15 H 7.115 30.571 10.577
16 H 7.718 28.127 12.223
17 H 8.511 28.558 10.744
18 H 6.612 28.316 9.676
19 C 12.343 26.950 2.543
20 C 13.012 25.720 1.828
21 O 12.343 25.386 0.607
22 H 12.739 27.898 2.180
23 H 12.651 26.885 3.586
24 H 11.258 27.049 2.570
25 H 13.013 24.830 2.457
26 H 13.996 26.051 1.496
27 H 12.969 25.294 -0.115
28 C 14.805 29.946 9.235
29 C 13.649 28.941 9.530
30 O 13.745 27.649 8.884
31 H 15.771 29.549 9.549
32 H 14.633 30.828 9.852
33 H 14.863 30.317 8.212
34 H 12.744 29.450 9.199
35 H 13.645 28.672 10.586
36 H 13.023 27.150 9.274
37 C 9.725 37.246 4.259
38 C 8.567 36.720 5.134
39 O 8.301 35.429 4.858
40 H 10.652 36.782 4.597
41 H 9.988 38.303 4.299
42 H 9.744 36.934 3.215
43 H 7.652 37.309 5.084
44 H 8.849 36.829 6.182
45 H 8.131 35.065 5.730
46 C 0.528 31.498 1.898
47 O -0.120 30.534 1.480
48 N 0.077 32.687 2.262
49 N 1.810 31.493 1.895
50 H -0.899 32.946 2.286
51 H 0.737 33.304 2.713
52 H 2.370 32.299 2.134
53 H 2.282 30.637 1.641
54 C 2.310 26.910 -0.755
55 O 3.058 27.627 -0.114
56 N 2.738 25.792 -1.205
57 N 1.148 27.219 -1.119
58 H 3.709 25.606 -1.000
59 H 2.109 25.136 -1.645
60 H 0.643 27.950 -0.639
61 H 0.658 26.515 -1.652
62 C 4.660 18.865 7.007
63 O 5.106 18.328 7.965
64 N 3.459 19.266 6.831
65 N 5.411 19.357 6.004
66 H 3.083 19.509 5.925
67 H 2.790 18.806 7.432
68 H 4.872 19.850 5.305
69 H 6.414 19.260 6.060
70 C 7.494 22.877 0.734
71 O 6.926 23.944 0.968
72 N 8.762 22.717 0.613
73 N 6.831 21.703 0.632
74 H 9.351 23.536 0.563
75 H 9.198 21.815 0.483
76 H 7.355 20.840 0.627
77 H 5.822 21.682 0.675
78 C 12.195 32.373 2.369
79 O 12.973 32.754 3.283
80 N 10.914 32.530 2.492
81 N 12.509 31.884 1.173
82 H 10.501 33.137 3.185
83 H 10.361 32.104 1.761
84 H 13.447 32.092 0.863
85 H 11.738 31.495 0.649
86 C -0.163 26.519 5.959
87 O -1.200 26.732 6.592
88 N 0.332 27.144 4.963
89 N 0.712 25.523 6.207
90 H -0.149 27.945 4.578
91 H 1.331 27.087 4.830
92 H 1.582 25.704 5.727
93 H 0.610 25.006 7.068
94 C 7.687 34.686 9.979
95 O 7.957 34.263 8.894
96 N 8.595 34.962 10.883
97 N 6.539 34.866 10.518
98 H 8.329 35.506 11.692
99 H 9.585 34.949 10.680
100 H 5.788 34.534 9.929
101 H 6.338 35.362 11.375
102 C 10.201 23.550 10.611
103 O 10.982 24.515 10.585
104 N 10.614 22.333 10.531
105 N 8.830 23.628 10.654
106 H 10.003 21.622 10.906
107 H 11.623 22.285 10.497
108 H 8.477 24.558 10.825
109 H 8.159 22.884 10.777
110 C 1.572 21.467 2.551
111 O 2.690 21.062 2.912
112 N 0.490 20.804 2.653
113 N 1.225 22.680 2.306
114 H 0.446 19.827 2.908
115 H -0.322 21.229 2.229
116 H 1.965 23.325 2.541
117 H 0.248 22.898 2.168
118 C 13.168 34.502 8.073
119 O 13.104 35.014 9.188
120 N 12.138 33.836 7.541
121 N 14.176 34.513 7.294
122 H 12.215 33.587 6.565
123 H 11.262 33.721 8.029
124 H 14.057 33.949 6.464
125 H 14.967 35.111 7.487
126 C 8.208 29.279 -0.301
127 O 9.115 30.092 -0.541
128 N 6.975 29.609 -0.022
129 N 8.415 28.000 -0.336
130 H 6.303 28.862 0.082
131 H 6.683 30.563 -0.177
132 H 9.368 27.761 -0.570
133 H 7.818 27.279 0.044
134 C 5.627 25.280 6.089
135 C 5.451 26.660 5.459
136 C 6.748 27.458 5.087
137 O 7.360 27.878 6.304
138 C 8.409 28.810 6.199
139 N 4.676 26.404 4.250
140 H 6.022 25.254 7.104
141 H 6.509 24.817 5.647
142 H 4.837 24.532 6.013
143 H 4.890 27.196 6.224
144 H 6.286 28.310 4.587
145 H 7.375 26.862 4.423
146 H 8.785 28.880 7.220
147 H 7.899 29.746 5.969
148 H 9.147 28.534 5.447
149 H 5.265 25.754 3.749
150 H 4.731 27.219 3.655

These are the Löwdin partial charges, in e, on atoms 1 to 6: atom 1 (C): -0.0837, atom 2 (C): -0.3275, atom 3 (O): -0.0693, atom 4 (H): 0.0681, atom 5 (H): 0.0696, atom 6 (H): 0.0631


Density functional theory data (the ωB97M-V functional and the def2-TZVPD basis) for one molecule with the formula C3H8O4SSi at a distorted geometry.

Output
* HOMO level: -9.167 eV
* HOMO-LUMO gap: 9.05 eV
* maximum force: 5.11 eV/A
* total charge: 0

Cartesian coordinates (Å):
1 C -2.126 -0.983 0.321
2 C -0.183 2.432 0.168
3 C 2.551 -1.755 0.028
4 O -4.319 0.338 0.064
5 O -0.707 -1.319 0.177
6 O -0.230 1.090 0.428
7 O 1.850 -0.526 0.252
8 Si 0.382 -0.243 -0.364
9 S -2.829 0.446 -0.075
10 H -2.606 -1.968 0.607
11 H -0.900 3.004 0.753
12 H -0.593 2.723 -0.817
13 H 0.746 2.844 0.131
14 H 3.582 -1.569 0.721
15 H 2.838 -1.908 -0.975
16 H 2.033 -2.608 0.485
17 H 0.514 0.001 -1.906

These are the Löwdin partial charges, in e, on atoms 1 to 6: atom 1 (C): -0.3488, atom 2 (C): -0.1873, atom 3 (C): -0.1269, atom 4 (O): -0.5746, atom 5 (O): -0.2082, atom 6 (O): -0.2867


Density functional theory data (the ωB97M-V functional and the def2-TZVPD basis) for a 2-piece molecular cluster, C3H10OS2 overall at a distorted geometry.

Output
* HOMO level: -8.344 eV
* SMILES: CCSSC.O
* HOMO-LUMO gap: 8.25 eV
* maximum force: 2.67 eV/A
* energy relative to the best compared isomer or geometry (same formula, charge and spin): 123.4 kJ/mol
* total charge: 0

Cartesian coordinates (Å):
1 C 0.208 0.983 2.320
2 C -1.156 0.356 1.937
3 S -1.399 0.448 0.183
4 S 0.396 -0.781 -0.628
5 C 1.046 -1.486 0.896
6 H 0.700 0.519 3.177
7 H 0.764 1.204 1.418
8 H 0.054 1.943 2.835
9 H -1.972 0.964 2.351
10 H -1.464 -0.597 2.374
11 H 1.965 -1.025 1.256
12 H 1.302 -2.486 0.531
13 H 0.396 -1.564 1.762
14 H 0.909 -0.022 -3.998
15 H 1.684 1.178 -3.539
16 O 1.641 0.550 -4.271

These are the Löwdin partial charges, in e, on atoms 1 to 6: atom 1 (C): -0.1976, atom 2 (C): -0.6733, atom 3 (S): 0.5323, atom 4 (S): 0.4812, atom 5 (C): -0.5177, atom 6 (H): 0.0759


no.,LUMO energy (eV)
1,-2.8
2,-0.5
3,0.6
4,0.0
5,-0.1
6,-0.1